C48H29N8RhS5Te | ωB97M-V/def2-TZVPD

```
92
Properties=species:S:1:pos:R:3:lowdin_charge:R:1
Rh -0.005 -0.433 -0.251 0.833
C 4.435 -0.708 4.588 -0.082
C 4.509 0.679 4.394 -0.081
C 3.729 1.314 3.445 -0.018
C 2.865 0.531 2.688 -0.139
C 1.959 0.844 1.606 -0.275
N 1.812 2.086 1.082 0.207
C 1.002 2.363 0.100 -0.278
C 0.868 3.718 -0.485 -0.122
C 1.505 4.908 -0.198 -0.012
C 1.146 6.021 -0.954 -0.078
C 0.185 5.933 -1.956 -0.094
C -0.452 4.727 -2.242 -0.026
C -0.092 3.629 -1.488 -0.128
C -0.543 2.220 -1.527 -0.321
N -1.451 1.784 -2.354 0.189
C -1.831 0.484 -2.434 -0.262
N -1.308 -0.574 -1.769 0.013
C -1.928 -1.719 -2.145 -0.254
N -1.657 -2.983 -1.734 0.220
C -0.837 -3.264 -0.770 -0.279
N -0.115 -2.415 0.027 -0.024
C 0.651 -3.109 0.907 -0.281
N 1.510 -2.664 1.786 0.199
C 1.825 -1.356 1.926 -0.271
N 1.361 -0.304 1.203 -0.006
C 2.790 -0.858 2.882 -0.124
C 3.576 -1.492 3.838 -0.014
C 0.372 -4.551 0.713 -0.103
C 0.842 -5.672 1.366 -0.005
C 0.371 -6.908 0.929 -0.073
C -0.529 -7.003 -0.129 -0.072
C -0.997 -5.866 -0.782 -0.008
C -0.534 -4.647 -0.337 -0.110
C -2.951 -1.388 -3.110 -0.120
C -3.879 -2.163 -3.795 -0.018
C -4.752 -1.514 -4.650 -0.081
C -4.699 -0.124 -4.827 -0.081
C -3.769 0.651 -4.156 -0.012
C -2.893 0.005 -3.291 -0.111
N 0.143 1.539 -0.565 -0.012
H 5.061 -1.170 5.340 0.099
H 5.193 1.258 5.001 0.100
H 3.787 2.382 3.285 0.113
H 2.251 4.964 0.582 0.118
H 1.627 6.972 -0.766 0.106
H -0.065 6.817 -2.527 0.106
H -1.194 4.645 -3.024 0.118
H 3.513 -2.562 3.982 0.111
H 1.547 -5.585 2.182 0.114
H 0.712 -7.812 1.418 0.102
H -0.869 -7.980 -0.447 0.102
H -1.701 -5.925 -1.600 0.117
H -3.907 -3.236 -3.658 0.113
H -5.490 -2.085 -5.197 0.099
H -5.399 0.347 -5.504 0.100
H -3.719 1.723 -4.294 0.111
C 4.990 -1.310 -0.246 -0.373
S 4.910 0.492 -0.226 0.911
C 3.910 1.018 -1.523 -0.961
C 2.880 0.359 -2.230 -1.130
S 2.326 -1.192 -2.022 0.682
S 2.071 1.386 -3.403 0.928
C 2.893 2.875 -3.083 -1.455
S 2.596 4.291 -3.822 0.653
S 4.161 2.687 -1.906 0.921
H 5.872 -1.525 0.357 0.041
H 5.130 -1.683 -1.255 0.035
H 4.110 -1.755 0.205 0.007
Te -2.240 -0.180 1.736 1.449
C -3.346 -1.856 1.117 -0.527
C -3.032 -3.096 1.660 -0.160
C -3.682 -4.233 1.203 -0.087
C -4.660 -4.130 0.224 -0.082
C -4.983 -2.888 -0.302 -0.081
C -4.324 -1.749 0.136 -0.130
C -3.773 1.221 1.402 -0.540
C -4.803 1.365 2.326 -0.138
C -5.818 2.280 2.089 -0.084
C -5.805 3.055 0.939 -0.084
C -4.775 2.919 0.020 -0.073
C -3.758 2.002 0.249 -0.131
H -2.278 -3.182 2.434 0.097
H -3.420 -5.200 1.614 0.108
H -5.167 -5.018 -0.131 0.103
H -5.743 -2.802 -1.069 0.106
H -4.567 -0.786 -0.296 0.102
H -4.813 0.764 3.225 0.095
H -6.620 2.390 2.808 0.104
H -6.597 3.771 0.761 0.103
H -4.759 3.522 -0.878 0.107
H -2.955 1.901 -0.467 0.066
```

LUMO level (alpha / beta)   -0.031 / -0.091 hartree
F_max   0.5 eV/Å
Orbital gap (alpha / beta)   4.83 / 5.66 eV
DFT total energy   -126647.6748 eV
Energy above the lowest of the compared OMol25 structures with the same formula, charge and spin   0.00 kJ/mol
2S+1   5